C3H10NO | the ωB97M-V functional and the def2-TZVPD basis

The geometry in XYZ format:
```
15
Properties=species:S:1:pos:R:3
C 0.079 -2.123 0.383
C 1.061 -0.966 0.571
C 0.291 1.035 -0.835
N 0.690 0.412 0.252
H -1.000 -1.841 0.583
H 0.501 -3.054 0.748
H -0.163 -2.467 -0.688
H 1.948 -1.252 0.010
H 1.267 -1.053 1.742
H 0.305 2.099 -0.906
H -0.177 0.287 -1.424
H 1.362 0.988 0.753
H -2.357 3.322 -0.635
H -2.200 1.992 -0.032
O -1.607 2.620 -0.523
```

Summary:
relative energy (zero: lowest compared OMol25 entry of this formula, charge and spin)	37.4	kcal/mol
electronic energy	-6807.125	eV
frontier orbital gap (alpha / beta)	6.0 / 10.8	eV
multiplicity	2
HOMO energy (alpha / beta)	-0.190 / -0.370	hartree
net charge	0
LUMO level (alpha / beta)	0.81 / 0.77	eV



C60H65F4Ge2N2PdS4 | the ωB97M-V functional and the def2-TZVPD basis

The geometry in XYZ format:
```
138
Properties=species:S:1:pos:R:3
Pd -0.085 0.289 -0.874
C -0.468 -1.274 1.866
C -1.882 -1.165 1.317
N -1.921 -0.969 -0.136
C -1.967 -2.269 -0.804
C -1.854 -2.196 -2.322
C -3.015 -0.096 -0.559
C -2.853 1.352 -0.105
N -1.514 1.833 -0.387
C -1.212 3.114 -0.184
C 0.113 3.556 -0.449
F 1.021 2.630 -0.905
C 0.539 4.851 -0.288
F 1.827 5.151 -0.576
C -0.303 5.859 0.156
C -1.600 5.471 0.426
F -2.485 6.401 0.865
C -2.048 4.175 0.274
F -3.357 3.958 0.600
H -0.497 -1.261 2.955
H 0.149 -0.424 1.527
H 0.022 -2.198 1.550
H -2.400 -0.335 1.797
H -2.440 -2.080 1.566
H -2.907 -2.781 -0.535
H -1.146 -2.865 -0.402
H -2.828 -2.122 -2.804
H -1.359 -3.090 -2.695
H -1.249 -1.328 -2.619
H -3.987 -0.483 -0.201
H -3.030 -0.106 -1.651
H -3.094 1.446 0.962
H -3.616 1.926 -0.644
H 0.029 6.875 0.279
C 3.230 -2.299 6.547
C 3.975 -1.671 5.403
C 5.151 -2.229 4.922
C 5.817 -1.681 3.837
C 7.056 -2.341 3.297
C 5.296 -0.539 3.220
C 4.123 0.047 3.698
C 3.510 1.262 3.055
C 3.483 -0.532 4.787
C 6.021 0.053 2.062
C 6.984 1.024 2.324
C 7.677 1.629 1.292
C 7.411 1.265 -0.016
C 6.459 0.293 -0.304
C 5.764 -0.325 0.739
Ge 4.283 -1.565 0.289
S 2.684 -0.063 -0.375
S 4.407 -3.123 -1.252
Ge 2.394 -3.790 -0.175
S 1.493 -1.263 -1.497
S 3.222 -2.794 1.793
C 2.641 -5.741 0.429
C 1.451 -6.418 0.735
C 1.478 -7.737 1.193
C 2.675 -8.410 1.346
C 3.851 -7.749 1.044
C 3.845 -6.429 0.596
C 5.190 -5.848 0.308
C 5.713 -5.870 -0.982
C 4.906 -6.330 -2.164
C 7.015 -5.425 -1.196
C 7.806 -4.969 -0.157
C 9.223 -4.517 -0.384
C 7.263 -4.950 1.123
C 5.971 -5.383 1.374
C 5.421 -5.333 2.773
C 0.067 -5.859 0.622
C -0.671 -6.046 -0.546
C -0.036 -6.557 -1.811
C -2.034 -5.765 -0.543
C -2.679 -5.299 0.590
C -4.164 -5.051 0.599
C -1.915 -5.062 1.729
C -0.556 -5.329 1.762
C 0.235 -5.085 3.017
C 6.204 -0.055 -1.728
C 5.348 0.727 -2.502
C 4.662 1.957 -1.971
C 5.124 0.363 -3.827
C 5.746 -0.733 -4.397
C 5.465 -1.134 -5.819
C 6.636 -1.467 -3.622
C 6.874 -1.145 -2.297
C 7.857 -1.950 -1.491
H 3.768 -3.160 6.940
H 2.246 -2.636 6.219
H 3.082 -1.584 7.358
H 5.546 -3.125 5.385
H 7.382 -3.143 3.959
H 7.872 -1.626 3.181
H 6.859 -2.772 2.311
H 4.189 1.749 2.358
H 3.217 1.988 3.815
H 2.612 0.982 2.500
H 2.563 -0.086 5.148
H 7.170 1.309 3.352
H 8.420 2.387 1.504
H 7.939 1.735 -0.836
H 0.540 -8.229 1.422
H 2.691 -9.435 1.695
H 4.804 -8.255 1.148
H 4.014 -6.874 -1.863
H 5.506 -6.975 -2.809
H 4.592 -5.466 -2.753
H 7.412 -5.438 -2.205
H 9.466 -4.505 -1.445
H 9.926 -5.184 0.119
H 9.379 -3.513 0.013
H 7.873 -4.602 1.950
H 6.205 -5.072 3.483
H 4.987 -6.288 3.068
H 4.628 -4.581 2.839
H 1.044 -6.644 -1.713
H -0.249 -5.877 -2.637
H -0.433 -7.539 -2.075
H -2.602 -5.925 -1.452
H -4.606 -5.289 -0.368
H -4.392 -4.010 0.828
H -4.651 -5.666 1.358
H -2.395 -4.667 2.618
H -0.359 -4.534 3.745
H 1.141 -4.516 2.806
H 0.549 -6.029 3.466
H 4.817 2.092 -0.903
H 3.587 1.900 -2.147
H 5.039 2.845 -2.485
H 4.433 0.953 -4.417
H 4.888 -0.368 -6.334
H 4.892 -2.062 -5.845
H 6.391 -1.300 -6.369
H 7.148 -2.317 -4.057
H 8.373 -2.664 -2.131
H 7.353 -2.516 -0.706
H 8.596 -1.305 -1.013
```

Summary:
relative energy (zero: lowest compared OMol25 entry of this formula, charge and spin)	50.6	kcal/mol
electronic energy	-236984.719	eV
frontier orbital gap (alpha / beta)	6.5 / 5.4	eV
multiplicity	3
HOMO energy (alpha / beta)	-0.152 / -0.158	hartree
net charge	-1
LUMO level (alpha / beta)	2.34 / 1.11	eV